1.
90
Properties=species:S:1:pos:R:3 method="wB97M-V/def2-TZVPD" gap_ev=2.14
C 4.387 7.977 0.858
C 3.684 6.781 0.349
C 3.288 6.560 -0.927
C 2.619 5.312 -1.107
C 2.497 4.591 0.024
B 1.778 3.169 0.175
C 0.182 3.379 0.184
C -0.537 3.141 1.332
C -1.900 3.329 1.359
C -2.581 3.776 0.223
N -3.985 3.977 0.240
C -4.681 4.846 -0.707
C -4.870 3.340 1.211
C -1.832 4.022 -0.932
C -0.470 3.821 -0.945
O 2.168 2.287 -0.978
C 3.064 1.321 -0.411
C 2.978 -0.002 -1.179
C 4.487 1.880 -0.488
C 2.586 1.194 1.103
C 1.336 0.318 1.204
C 3.673 0.672 2.050
O 2.213 2.528 1.464
S 3.234 5.424 1.347
H 4.567 8.701 0.061
H 3.795 8.469 1.632
H 5.351 7.706 1.293
H 3.453 7.271 -1.725
H 2.243 4.974 -2.060
H -0.018 2.811 2.215
H -2.437 3.161 2.276
H -3.988 5.378 -1.351
H -5.358 4.257 -1.324
H -5.259 5.590 -0.162
H -4.337 2.630 1.836
H -5.331 4.097 1.845
H -5.653 2.794 0.689
H -2.327 4.345 -1.830
H 0.092 4.004 -1.844
H 3.607 -0.764 -0.720
H 1.953 -0.366 -1.213
H 3.304 0.141 -2.208
H 5.215 1.173 -0.090
H 4.752 2.095 -1.522
H 4.555 2.809 0.077
H 1.557 -0.727 0.987
H 0.922 0.382 2.208
H 0.578 0.668 0.505
H 3.997 -0.329 1.763
H 4.536 1.334 2.057
H 3.290 0.630 3.069
C 3.210 -6.291 4.462
O 2.733 -5.001 4.752
C 1.870 -4.447 3.811
C 1.447 -3.133 4.061
C 0.559 -2.502 3.243
C 0.054 -3.131 2.086
C -0.912 -2.435 1.311
C -1.298 -2.677 -0.030
C -2.523 -2.161 -0.509
C -2.924 -2.378 -1.796
C -2.120 -3.086 -2.700
O -2.585 -3.330 -4.020
C -3.501 -4.398 -4.227
C -4.795 -4.155 -4.695
C -5.681 -5.189 -4.893
C -5.290 -6.491 -4.647
C -4.012 -6.756 -4.193
C -3.129 -5.722 -3.981
C -0.872 -3.544 -2.251
C -0.474 -3.356 -0.956
C 0.482 -4.457 1.831
C 1.354 -5.093 2.673
H 3.905 -6.579 5.252
H 2.385 -7.002 4.440
H 3.742 -6.276 3.511
H 1.830 -2.643 4.937
H 0.244 -1.499 3.467
H -1.427 -1.631 1.815
H -3.143 -1.592 0.162
H -3.866 -1.998 -2.144
H -5.092 -3.141 -4.888
H -6.684 -4.987 -5.234
H -5.983 -7.301 -4.804
H -3.709 -7.773 -4.004
H -2.131 -5.919 -3.638
H -0.222 -4.037 -2.951
H 0.511 -3.654 -0.645
H 0.061 -4.988 0.995
H 1.610 -6.119 2.485


2.
8
Properties=species:S:1:pos:R:3 method="wB97M-V/def2-TZVPD" gap_ev=6.92
C 1.211 -0.031 0.421
H -0.167 0.642 -1.309
H 1.513 0.119 1.471
H -0.346 -1.083 -0.831
H -1.519 -1.717 0.585
O 1.700 -0.857 -0.301
S -0.076 1.099 -0.047
S -1.195 -0.531 0.045


3.
14
Properties=species:S:1:pos:R:3 method="wB97M-V/def2-TZVPD" total_charge=-1 gap_ev=9.03
O -1.304 -0.705 1.455
C -0.641 0.169 0.909
N 0.450 -0.230 0.120
C 0.947 0.631 -1.111
O 0.722 1.818 -0.999
O 1.423 -0.173 -1.927
C -0.782 1.610 1.357
H 0.459 -1.234 0.065
H -0.783 2.421 0.630
H 0.013 1.748 2.091
H -1.682 1.708 1.963
H 1.135 -2.792 -1.239
H -0.166 -2.071 -1.831
O 0.210 -2.900 -1.484


4.
13
Properties=species:S:1:pos:R:3 method="wB97M-V/def2-TZVPD" gap_ev="8.24 / 6.94"
C 0.634 1.535 1.183
C 0.807 -0.123 -0.416
C -0.685 0.250 0.003
C 1.652 0.553 0.675
N -0.522 1.464 0.715
O 0.550 -1.424 1.957
O 2.926 -1.453 2.140
S 1.742 -0.800 2.557
H 0.815 -1.224 -0.584
H 1.082 0.165 -1.456
H -1.270 0.282 -0.862
H -1.126 -0.451 0.707
H 2.626 1.037 0.551


5.
13
Properties=species:S:1:pos:R:3 method="wB97M-V/def2-TZVPD" spin_multiplicity=4 s2=3.75 total_charge=+1 gap_ev="6.19 / 12.58"
Ti 21.148 -3.595 16.271
O 23.368 -3.137 15.894
H 24.146 -3.427 16.394
H 23.580 -2.268 15.520
O 19.509 -2.431 15.181
H 19.389 -1.483 15.343
H 19.685 -2.538 14.227
O 19.728 -5.307 15.382
H 20.359 -6.045 15.414
H 18.858 -5.681 15.586
O 21.969 -4.030 18.536
H 21.404 -4.457 19.197
H 22.841 -3.943 18.951


6.
17
Properties=species:S:1:pos:R:3 method="wB97M-V/def2-TZVPD" gap_ev=10.20
C -2.104 0.477 0.564
C -1.260 -0.260 -0.770
N 0.104 -0.715 -0.576
C 0.397 -0.757 0.834
C 1.048 0.254 -0.044
C 2.475 0.148 -0.539
H -2.944 -0.181 0.822
H -1.772 0.788 1.599
H -2.481 1.416 0.179
H -1.840 -1.162 -1.024
H -1.240 0.354 -1.696
H -0.483 -0.378 1.341
H 0.895 -1.621 1.259
H 0.674 1.275 0.068
H 3.182 0.572 0.182
H 2.605 0.687 -1.486
H 2.746 -0.899 -0.713


Relative energy (zero: lowest compared OMol25 entry of this formula, charge and spin), respectively: 2.995; 5.515; 1.047; 6.299; 0.000; 2.481 eV.